The molecule C12H21N7O3. Source: the Open Molecules 2025 dataset; level of theory: ωB97M-V with the def2-TZVPD basis set.

Properties
F_max, eV/Å: 5.30
HOMO, eV: -8.5
ΔE to the lowest compared entry with this formula, charge and spin, kcal per mole: 45.9
SMILES: [H]/N=C(/N)NCCC[C@H](NC(=O)[C@@H](N)Cc1c[nH]cn1)C(=O)O
Net charge: 0
Frontier orbital gap, eV: 8.864
Lowest unoccupied orbital energy, eV: 0.4

Structure (XYZ):
```
43
C12H21N7O3 (ωB97M-V with the def2-TZVPD basis set)
C -3.14 1.66 0.24
C -1.69 1.27 -0.18
C -4.09 0.98 -0.72
C -4.23 -0.50 -0.50
C -5.49 -1.11 -0.45
C -3.89 -2.57 -0.06
C 0.31 0.05 0.33
C 0.37 -1.52 0.46
C 1.33 0.83 1.21
C 2.76 1.02 0.64
C 3.48 -0.23 0.20
C 5.85 -0.57 -0.56
H -3.06 3.39 -0.77
H -2.48 3.48 0.79
H -3.33 1.25 1.24
H -3.65 1.03 -1.73
H -5.11 1.51 -0.73
H -6.47 -0.81 -0.67
H -3.34 -3.44 0.00
H -5.81 -3.18 -0.32
H -1.41 0.12 1.60
H 0.46 0.27 -0.77
H 1.40 0.21 2.12
H 0.91 1.83 1.59
H 3.48 1.42 1.38
H 2.83 1.71 -0.24
H 3.70 -0.87 1.02
H 3.10 -0.79 -0.62
H 4.86 1.12 -0.67
H 5.06 -2.25 -0.01
H 6.92 1.24 -0.95
H 7.74 -0.41 -1.05
H -1.55 -1.77 -0.20
N -3.31 3.10 0.22
N -3.24 -1.43 -0.21
N -5.18 -2.46 -0.25
N -1.02 0.47 0.68
N 4.81 0.27 -0.08
N 5.90 -1.87 -0.53
N 6.82 0.14 -1.14
O -1.25 1.73 -1.20
O 1.23 -2.07 1.04
O -0.60 -2.26 -0.15
```

---

A structure of composition C12H22B2ClHfN2. Source: the Open Molecules 2025 dataset; level of theory: ωB97M-V with the def2-TZVPD basis set.

Properties
F_max, eV/Å: 7.27
HOMO, eV: -19.7
Net charge: +3
Frontier orbital gap, eV: 7.612
Lowest unoccupied orbital energy, eV: -12.1

Structure (XYZ):
```
40
C12H22B2ClHfN2 (ωB97M-V with the def2-TZVPD basis set)
Hf -29.57 -14.38 -13.63
C -29.16 -20.31 -14.13
N -28.71 -19.78 -12.85
C -27.93 -18.65 -12.83
C -27.53 -18.09 -11.65
C -27.92 -18.69 -10.44
C -28.69 -19.84 -10.47
C -29.10 -20.34 -11.70
C -27.57 -18.03 -9.15
C -28.14 -16.81 -8.79
C -27.74 -16.22 -7.61
N -26.77 -16.74 -6.87
C -26.19 -17.92 -7.15
C -26.58 -18.57 -8.31
C -26.20 -15.93 -5.74
H -30.24 -20.46 -14.10
H -28.56 -21.16 -14.42
H -29.04 -19.53 -14.88
H -27.71 -18.25 -13.81
H -26.95 -17.18 -11.62
H -29.17 -20.22 -9.57
H -29.88 -21.09 -11.80
H -28.80 -16.33 -9.50
H -28.15 -15.25 -7.36
H -25.44 -18.29 -6.47
H -26.07 -19.44 -8.72
H -26.01 -16.65 -4.94
H -26.88 -15.16 -5.42
H -25.24 -15.54 -6.08
B -30.43 -16.15 -12.20
H -30.92 -16.91 -11.50
H -29.51 -15.61 -11.77
H -30.04 -16.59 -13.17
H -31.17 -15.27 -12.27
B -27.21 -14.23 -12.96
H -26.34 -14.50 -12.25
H -26.95 -14.01 -14.07
H -27.83 -15.19 -12.87
H -27.81 -13.33 -12.57
Cl -28.40 -16.06 -15.35
```

---

A structure of composition C12H22Br21N2P. Source: the Open Molecules 2025 dataset; level of theory: ωB97M-V with the def2-TZVPD basis set.

Properties
F_max, eV/Å: 0.52
HOMO, eV: -8.3
Net charge: 0
Frontier orbital gap, eV: 7.970
Lowest unoccupied orbital energy, eV: -0.3

Structure (XYZ):
```
58
C12H22Br21N2P (ωB97M-V with the def2-TZVPD basis set)
C -0.67 -2.39 -2.43
C -0.81 -1.32 -1.39
N -0.66 -1.62 -0.16
C -1.21 0.02 -1.90
P -3.12 0.01 -2.28
C -5.01 0.03 -2.58
C -5.73 -1.01 -1.75
N -5.50 -2.36 -2.33
H -0.01 -3.19 -2.09
H -1.66 -2.80 -2.64
H -0.31 -1.97 -3.37
H -0.80 -0.80 0.43
H -1.03 0.81 -1.18
H -0.67 0.24 -2.82
H -3.31 -0.60 -1.00
H -3.05 1.41 -2.50
H -2.89 -0.83 -3.40
H -5.15 -0.23 -3.63
H -5.37 1.05 -2.38
H -5.38 -0.99 -0.71
H -6.80 -0.80 -1.72
H -6.38 -2.82 -2.50
H -5.00 -2.94 -1.67
C -0.74 -4.65 1.07
Br 0.99 -5.45 0.85
Br -2.12 -5.76 0.32
Br -1.12 -4.28 2.92
H -0.74 -3.70 0.53
C -2.29 -1.11 4.48
Br -1.31 0.33 3.68
Br -2.64 -0.78 6.34
Br -3.92 -1.52 3.53
H -1.67 -1.99 4.42
C 1.79 2.58 2.03
Br 0.59 1.90 0.69
Br 0.82 3.10 3.60
Br 3.17 1.30 2.42
H 2.27 3.46 1.63
C 1.22 7.15 3.80
Br -0.62 6.69 4.11
Br 2.37 6.46 5.18
Br 1.81 6.60 2.05
H 1.30 8.23 3.83
C 5.08 -5.32 -1.01
Br 3.70 -4.13 -1.63
Br 6.64 -4.36 -0.44
Br 4.43 -6.50 0.36
H 5.37 -5.94 -1.85
C 3.51 1.37 -2.13
Br 5.18 1.58 -3.06
Br 2.01 1.58 -3.32
Br 3.44 -0.29 -1.17
H 3.44 2.15 -1.40
C 5.79 4.66 0.87
Br 6.87 6.07 0.14
Br 5.22 5.05 2.66
Br 4.29 4.27 -0.27
H 6.40 3.77 0.91
```

---

The molecule C12H22Br2N2O2. Source: the Open Molecules 2025 dataset; level of theory: ωB97M-V with the def2-TZVPD basis set.

Properties
F_max, eV/Å: 3.31
HOMO, eV: -9.9
SMILES: NC(=O)NC(=O)CCCCCCCC[C@@H](Br)CBr
Net charge: 0
Frontier orbital gap, eV: 10.461
Lowest unoccupied orbital energy, eV: 0.6

Structure (XYZ):
```
40
C12H22Br2N2O2 (ωB97M-V with the def2-TZVPD basis set)
O 3.20 -4.52 3.80
O -0.18 -5.27 1.30
Br -4.35 5.85 -1.07
Br -1.95 4.36 -3.07
C 2.63 -4.02 2.86
C 0.77 -4.53 1.35
N 3.31 -3.05 2.20
N 1.41 -4.53 2.58
C -2.40 5.84 -0.61
C 1.16 -3.81 0.06
C 0.44 -2.46 -0.11
C 0.94 -1.60 -1.30
C 0.18 -0.29 -1.49
C 0.42 0.64 -0.24
C -0.24 2.04 -0.40
C -1.79 1.97 -0.64
C -2.43 3.34 -0.33
C -1.78 4.54 -1.11
H 3.16 -2.94 1.21
H 4.26 -2.94 2.52
H 1.09 -5.19 3.26
H -2.30 5.91 0.49
H -1.90 6.67 -1.16
H 2.28 -3.71 0.06
H 0.90 -4.41 -0.78
H -0.64 -2.67 -0.27
H 0.52 -1.86 0.80
H 0.81 -2.22 -2.17
H 2.01 -1.41 -1.13
H 0.59 0.23 -2.40
H -0.90 -0.44 -1.68
H -0.06 0.21 0.63
H 1.47 0.78 -0.02
H -0.08 2.60 0.50
H 0.22 2.58 -1.22
H -2.25 1.18 -0.03
H -1.99 1.70 -1.68
H -3.48 3.32 -0.56
H -2.37 3.50 0.79
H -0.71 4.62 -0.95
```

---

A structure of composition C12H22BrN4Pt. Source: the Open Molecules 2025 dataset; level of theory: ωB97M-V with the def2-TZVPD basis set.

Properties
F_max, eV/Å: 0.60
HOMO (spin up / spin down), eV: -18.7 / -18.7
2S+1: 3
Net charge: +3
Frontier orbital gap (spin up / spin down), eV: 9.075 / 6.926
Lowest unoccupied orbital energy (spin up / spin down), eV: -9.6 / -11.8

Structure (XYZ):
```
40
C12H22BrN4Pt (ωB97M-V with the def2-TZVPD basis set)
Pt 1.36 0.64 0.72
C -0.01 2.67 -4.56
C 0.87 2.63 -3.34
C 2.00 3.44 -3.23
C 2.80 3.39 -2.08
C 2.40 2.52 -1.12
Br 3.30 2.24 0.54
N 1.33 1.72 -1.18
C 0.57 1.78 -2.28
H 0.36 3.38 -5.29
H -1.03 2.95 -4.30
H -0.05 1.69 -5.04
H 2.26 4.11 -4.03
H 3.68 4.01 -1.97
H -0.30 1.14 -2.32
N -0.09 -2.20 3.64
C -1.21 -2.47 2.62
C -2.09 -1.24 2.39
C -1.72 -0.29 1.25
N -0.65 0.71 1.62
C -1.36 -1.05 -0.02
C -0.30 -2.12 0.18
N 1.08 -1.51 0.32
C -0.67 -3.08 1.32
H -0.48 -1.89 4.53
H 0.60 -1.50 3.35
H 0.43 -3.07 3.84
H -1.79 -3.23 3.14
H -2.28 -0.70 3.33
H -3.07 -1.65 2.12
H -2.62 0.30 1.05
H -0.60 0.82 2.64
H -0.94 1.63 1.30
H -1.05 -0.34 -0.79
H -2.27 -1.52 -0.40
H -0.27 -2.73 -0.73
H 1.55 -1.58 -0.58
H 1.65 -2.09 0.93
H 0.13 -3.80 1.51
H -1.49 -3.68 0.93
```

---

A cluster of 5 separate species, C12H22Cl2F2N4O14 in total. Source: the Open Molecules 2025 dataset; level of theory: ωB97M-V with the def2-TZVPD basis set.

Properties
F_max, eV/Å: 12.04
HOMO, eV: -9.3
ΔE to the lowest compared entry with this formula, charge and spin, kcal per mole: 333.7
Net charge: 0
Frontier orbital gap, eV: 8.111
Lowest unoccupied orbital energy, eV: -1.2

Structure (XYZ):
```
56
C12H22Cl2F2N4O14 (ωB97M-V with the def2-TZVPD basis set)
C 35.10 -7.69 23.23
N 36.29 -7.01 23.78
O 37.44 -7.20 23.32
O 36.09 -6.23 24.67
H 34.25 -7.55 23.90
H 35.32 -8.76 23.21
H 34.83 -7.47 22.19
C 36.48 -12.06 22.42
N 35.46 -11.17 23.03
O 35.05 -11.56 24.15
O 34.97 -10.24 22.46
H 36.26 -11.76 21.39
H 36.29 -13.09 22.70
H 37.55 -11.95 22.60
C 33.76 -8.81 20.69
N 32.32 -9.11 20.75
O 31.64 -8.90 19.80
O 31.93 -9.25 21.86
H 34.41 -9.17 21.48
H 33.80 -7.72 20.63
H 34.10 -9.24 19.75
C 38.77 -7.79 24.27
N 40.02 -7.77 25.09
O 39.94 -7.11 26.11
O 40.95 -8.53 24.82
H 38.49 -6.74 24.18
H 38.04 -8.41 24.79
H 39.12 -8.25 23.34
C 35.12 -3.78 27.22
C 36.09 -4.42 26.25
O 36.95 -5.32 26.93
C 36.88 -5.06 28.24
O 37.53 -5.67 29.10
O 35.85 -4.18 28.41
F 36.84 -3.52 25.64
H 34.13 -4.24 27.27
H 35.05 -2.72 26.96
H 35.69 -5.06 25.46
C 30.73 -6.40 22.01
C 32.00 -5.65 21.70
O 32.94 -6.53 22.26
C 32.37 -7.37 23.22
O 32.94 -8.02 24.13
O 31.01 -7.28 23.08
F 31.97 -4.40 22.17
H 30.47 -7.01 21.14
H 29.91 -5.69 22.11
H 32.16 -5.48 20.63
Cl 35.89 -2.42 24.33
C 36.95 -3.78 23.79
C 36.69 -4.40 22.41
Cl 34.95 -5.01 22.40
H 36.71 -4.59 24.48
H 37.99 -3.46 23.89
H 37.42 -5.19 22.29
H 36.85 -3.79 21.52
```